A single C4H6O2 molecule. Source: the OMol25 dataset; level of theory: ωB97M-V with the def2-TZVPD basis set.

Computed properties:
SMILES: C/C(O)=C\C=O
E_HOMO (Ha): -0.3021
Total charge: 0
Spin multiplicity: 1
Largest force on an atom (eV/Å): 0.80

```
12
Properties=species:S:1:pos:R:3:forces:R:3:mulliken_charge:R:1
C -0.485265 1.415706 0.229770 0.1 0.0 -0.1 -1.09
C -0.457220 -0.030434 -0.145470 0.0 0.0 -0.3 1.17
O -1.566256 -0.392590 -0.792745 0.4 0.1 0.3 -0.48
C 0.358683 -1.043010 0.535282 0.3 -0.3 0.1 -1.11
C 1.496817 -0.870084 -0.192360 -0.5 -0.1 0.6 -0.09
O 1.256608 -0.026795 -1.143160 -0.5 0.3 -0.2 -0.58
H -0.771085 2.030994 -0.623575 0.0 -0.1 0.0 0.33
H 0.485310 1.731633 0.600899 0.0 -0.1 0.0 0.32
H -1.237644 1.544938 1.016157 0.1 -0.1 -0.1 0.32
H -1.624814 -1.361048 -0.784289 0.2 0.1 -0.2 0.41
H 0.051137 -1.717548 1.319401 0.0 0.1 0.0 0.40
H 2.493729 -1.281761 -0.019910 -0.1 0.0 -0.1 0.40
```
Forces are in eV/Å.